[1]
The following is a quantum chemistry calculation of a molecular structure, C2H3NO2 at a distorted geometry, from OMol25.

Properties
**Relative energy (zero: lowest compared OMol25 entry of this formula, charge and spin)**: 817.4 kJ/mol
**Net charge**: 0
**HOMO (alpha / beta)**: -9.643 / -8.802 eV

Structure (XYZ):
```
8
Properties=species:S:1:pos:R:3:lowdin_charge:R:1
C -0.00922 -0.75763 0.19995 -0.265
C 1.09316 -0.06501 0.33748 0.104
N -0.99756 -1.39094 -0.06644 0.167
O -2.35888 -0.30911 0.11371 -0.079
O -1.84576 0.87514 0.04425 -0.158
H 1.38653 -0.05818 1.36650 0.081
H 1.37397 0.22941 -0.61369 0.061
H -2.75079 -0.41886 -0.69500 0.088
```

---

[2]
The following is a quantum chemistry calculation of a molecular structure, C26H37BHgN8O5Sb at a distorted geometry, from OMol25.

Properties
**Multiplicity**: 2
**Relative energy (zero: lowest compared OMol25 entry of this formula, charge and spin)**: 183.4 kJ/mol
**Expectation value of S²**: 0.755
**Net charge**: -2
**HOMO (alpha / beta)**: -2.600 / -2.585 eV

Structure (XYZ):
```
79
Properties=species:S:1:pos:R:3:lowdin_spin:R:1
Hg 0.06770 -0.54360 -0.47800 0.496
C 0.05910 0.07000 4.25540 0.000
C -0.82250 0.46390 3.24710 0.004
N -0.19830 1.18090 2.32640 0.013
N 1.07270 1.27360 2.70690 0.000
C 1.26300 0.60900 3.85880 0.001
B 2.19590 2.03430 1.98340 0.007
N 3.18750 0.99710 1.41290 0.003
C 4.43900 0.75270 1.83790 0.001
C 4.95580 -0.28350 1.08920 0.001
C 3.91410 -0.61910 0.21930 0.005
N 2.87110 0.15940 0.43390 0.061
N 1.67470 2.91850 0.85600 0.001
C 1.89770 4.24130 0.73340 0.000
C 1.37930 4.65370 -0.47640 0.000
C 0.84320 3.48380 -1.02540 0.001
N 1.02880 2.46330 -0.21000 0.031
H -0.13560 -0.52420 5.12840 0.000
H -1.87450 0.27620 3.16700 0.000
H 2.22600 0.56680 4.33170 0.000
H 2.77690 2.72140 2.78090 0.000
H 4.88750 1.31420 2.63530 0.000
H 5.92940 -0.72940 1.16720 0.000
H 3.88350 -1.38110 -0.53620 0.001
H 2.39830 4.80540 1.50050 0.000
H 1.38630 5.64350 -0.89650 0.000
H 0.35300 3.34610 -1.96980 0.000
O -6.66720 -4.22800 -0.77310 0.000
C -5.77420 -4.84770 -0.19300 0.000
O -5.74400 -5.98180 0.27570 0.000
C -4.43290 -4.01240 -0.04420 -0.003
C -4.49720 -2.65200 0.22630 0.004
C -3.31590 -1.93090 0.29340 0.007
N -2.14600 -2.49830 0.07020 0.122
C -2.06500 -3.77840 -0.18080 0.013
C -3.19250 -4.59760 -0.22600 0.008
C -0.63320 -4.38930 -0.51540 0.010
O -0.37530 -5.44250 0.05180 0.007
O -0.01610 -3.72140 -1.34400 0.061
H -5.45140 -2.17160 0.38350 0.001
H -3.29990 -0.87090 0.51660 -0.001
H -3.09040 -5.65740 -0.39400 0.000
C -0.12910 0.18860 -5.27970 0.001
N -1.31720 -0.46860 -4.78910 0.000
C -1.68660 -1.70090 -5.44450 0.000
C -1.83900 -0.10020 -3.58990 0.013
C -2.98300 -0.93710 -3.08390 0.001
O -1.43430 0.88780 -3.00200 0.039
H -0.33640 0.67620 -6.23690 0.000
H 0.67450 -0.53690 -5.40660 0.000
H 0.17640 0.93430 -4.55080 0.000
H -1.13920 -1.77090 -6.38370 0.000
H -2.75650 -1.72420 -5.66180 0.000
H -1.44310 -2.56930 -4.82680 0.000
H -3.84350 -0.85780 -3.74710 0.000
H -3.25270 -0.56360 -2.10130 0.000
H -2.69140 -1.97920 -2.98960 0.000
C -3.59230 3.10570 -2.62100 0.000
C -3.07830 3.71730 -1.33460 0.010
Sb -2.28110 2.18350 0.06350 0.057
C -4.38960 1.83290 0.73690 0.006
C -4.52010 1.43590 2.19220 0.000
C -1.83410 3.66460 1.62780 0.008
C -2.68110 4.91870 1.68390 0.002
H -3.94500 3.87190 -3.31740 0.000
H -4.41720 2.42480 -2.41620 0.000
H -2.80060 2.53970 -3.09910 0.000
H -3.87480 4.27630 -0.84010 0.001
H -2.25990 4.40520 -1.54290 0.000
H -4.77000 1.02510 0.10810 0.000
H -4.99430 2.71930 0.53420 0.001
H -3.96500 0.52160 2.38720 0.000
H -5.56390 1.25500 2.46660 0.000
H -4.12650 2.21310 2.84420 0.000
H -0.78990 3.92350 1.48650 0.000
H -1.89510 3.12110 2.56550 0.000
H -2.47200 5.56270 0.83130 0.000
H -2.45960 5.48800 2.59270 0.001
H -3.74550 4.68180 1.69150 0.000
```

---

[3]
The following is a quantum chemistry calculation of 2 unconnected molecules or ions with the total composition C7H10N3 at a distorted geometry, from OMol25.

Properties
**Multiplicity**: 3
**Relative energy (zero: lowest compared OMol25 entry of this formula, charge and spin)**: 220.0 kJ/mol
**Expectation value of S²**: 2.033
**Net charge**: +1
**HOMO (alpha / beta)**: -11.475 / -13.669 eV

Structure (XYZ):
```
20
Properties=species:S:1:pos:R:3:lowdin_spin:R:1
C 3.24186 -0.40219 -0.19570 0.278
C 4.43875 0.06237 -0.12339 0.051
C 0.29387 1.28407 -1.09354 0.297
C -1.74063 1.65666 -0.60755 0.332
C -0.16232 0.17292 -0.26164 0.297
C 2.12617 -1.05291 0.14581 0.101
C 0.58478 -0.97428 0.13334 0.425
N -0.63387 2.19364 -1.09406 0.036
N -1.50007 0.41691 -0.01909 0.094
N -3.61662 -0.74327 0.90720 -0.001
H 5.09249 0.35477 -0.95085 0.015
H 1.23799 1.45300 -1.48661 0.013
H -2.72050 2.06797 -0.44271 0.014
H 4.80952 0.36118 0.85786 0.022
H 2.43776 -2.00180 0.39047 0.001
H 0.11289 -1.78160 0.47377 0.025
H -2.27338 -0.39411 0.37425 -0.001
H -3.81709 -1.70862 0.55291 0.000
H -4.18035 -0.05311 0.55690 0.000
H -3.73126 -0.91158 1.88262 0.000
```

---

[4]
The following is a quantum chemistry calculation of 2 unconnected molecules or ions with the total composition C11H11NS at a distorted geometry, from OMol25.

Properties
**Relative energy (zero: lowest compared OMol25 entry of this formula, charge and spin)**: 734.5 kJ/mol
**Net charge**: 0
**HOMO (alpha / beta)**: -6.486 / -5.972 eV

Structure (XYZ):
```
24
Properties=species:S:1:pos:R:3:lowdin_charge:R:1
C -0.66658 2.09524 -1.21146 -0.398
C 1.27229 -2.00792 -1.77672 -0.056
C 1.68735 -0.88690 -1.15593 -0.072
C 0.26909 -2.69344 -1.15017 -0.088
C 1.15586 -0.45988 0.05174 -0.053
C -0.46403 -2.30740 -0.05700 -0.001
C 0.03396 -1.11381 0.55274 -0.289
C -1.77055 1.74969 -0.57024 -0.241
C -0.63825 -0.42120 1.67791 -0.290
C -2.73699 0.96234 -0.86401 -0.109
C 1.22140 2.05699 2.27077 -0.361
N 0.35303 2.34199 -1.67932 0.110
S -0.32041 1.15649 2.37270 0.934
H 1.67795 -2.13959 -2.70854 0.095
H 2.48892 -0.20799 -1.45543 0.122
H 0.01294 -3.50810 -1.72096 0.084
H 1.43858 0.54034 0.42219 0.079
H -1.22913 -3.03688 0.29432 0.135
H -2.86473 0.70539 -1.92667 0.055
H -1.90467 -0.40535 1.80779 0.151
H -3.66620 0.93317 -0.21461 0.055
H 1.07422 2.92322 1.68425 0.035
H 2.05638 1.53763 1.93684 0.003
H 1.51956 2.18596 3.41979 0.100
```

---

[5]
The following is a quantum chemistry calculation of a gas-phase ion, C5H13N2 (charge +1) at a distorted geometry, from OMol25.

Properties
**Relative energy (zero: lowest compared OMol25 entry of this formula, charge and spin)**: 227.3 kJ/mol
**Net charge**: +1
**SMILES string**: C=C(N)C[C@H](C)[NH3+]
**HOMO**: -11.753 eV

Structure (XYZ):
```
20
Properties=species:S:1:pos:R:3:lowdin_charge:R:1
C 1.55639 -0.26700 0.93954 -0.006
C 0.37421 0.29421 1.30928 -0.425
N -0.05596 0.38584 2.58663 0.144
C -0.59350 0.92518 0.31558 -0.119
C -0.72168 0.21015 -0.99082 -0.290
C -0.99039 -1.28744 -0.99221 -0.024
N 0.59390 0.45484 -1.81759 0.206
H 2.31644 -0.35885 1.72407 0.061
H 1.71357 -1.06135 0.22262 0.048
H 0.38762 -0.09780 3.34714 0.119
H -0.86779 0.90815 2.85717 0.109
H -1.57789 0.79550 0.75687 0.128
H -0.42035 2.00290 0.35872 0.144
H -1.50599 0.71833 -1.56426 0.153
H -0.45111 -1.75837 -0.16926 0.087
H -2.04513 -1.50395 -0.88884 0.097
H -0.73297 -1.75883 -1.94118 0.095
H 0.56386 0.77132 -2.78879 0.170
H 1.30391 1.03037 -1.34407 0.154
H 1.15284 -0.40321 -1.92061 0.150
```

---

[6]
The following is a quantum chemistry calculation of 2 unconnected molecules or ions with the total composition C3H10OS2 at a distorted geometry, from OMol25.

Properties
**Multiplicity**: 2
**Relative energy (zero: lowest compared OMol25 entry of this formula, charge and spin)**: 161.2 kJ/mol
**Expectation value of S²**: 0.753
**Net charge**: -1
**HOMO (alpha / beta)**: 0.325 / -3.944 eV

Structure (XYZ):
```
16
Properties=species:S:1:pos:R:3:lowdin_spin:R:1
C -2.55649 0.51920 1.49310 0.038
S -2.98755 -0.10983 -0.17330 0.342
S -2.56500 1.45382 -1.57619 0.548
H -2.26413 1.56556 1.57267 0.005
H -1.68702 0.00325 1.91721 0.004
H -3.42581 0.30302 2.11078 0.008
H -1.40134 0.86217 -1.84845 0.032
C 1.39576 -0.18423 -0.54231 0.006
O 1.24705 0.49886 0.67896 0.006
C 2.41193 -1.31810 -0.53912 0.001
H 0.43934 -0.62025 -0.84487 0.000
H 1.68827 0.49369 -1.34815 0.007
H 1.71297 1.31164 0.60451 0.002
H 2.20316 -2.01678 0.27753 0.000
H 2.39663 -1.86499 -1.47685 0.000
H 3.39224 -0.89705 -0.30551 0.000
```